The following is a DFT calculation (ωB97M-V/def2-TZVPD) of C11H13N2O6V as an isolated structure in a non-equilibrium geometry.

```
33
Properties=species:S:1:pos:R:3:mulliken_spin:R:1
O -0.24770 5.46815 -5.68190 -0.03
C -0.19171 4.48301 -5.09501 0.21
V 0.07702 0.36589 -2.57088 1.63
O -0.08293 3.08523 -1.10552 0.04
C -0.01946 2.01904 -1.57812 0.05
C 0.33493 -1.30179 -1.71628 0.03
O 0.48634 -2.34111 -1.19852 0.04
C 1.38404 0.61680 -3.89630 0.01
O 2.18726 0.79089 -4.72610 0.15
C -1.53631 0.34062 -3.51127 -0.03
O -2.54634 0.36068 -4.10106 0.15
H -0.09905 3.00164 -4.22473 0.72
C 1.91743 0.76015 0.94419 0.02
N 0.93584 -0.03771 1.63843 0.00
C 1.41315 -0.87933 2.70803 0.00
C 0.25309 -1.28909 3.57786 0.00
C -0.79131 -1.96328 2.72921 0.00
N -1.14694 -1.10046 1.62857 0.00
C -2.34062 -1.45168 0.89777 0.00
C -0.30491 -0.17212 1.08448 0.00
O -0.66150 0.52557 0.08627 0.00
H 1.50128 1.73529 0.67988 0.00
H 2.25382 0.26533 0.01788 0.00
H 2.77770 0.89983 1.60573 0.00
H 1.92266 -1.77484 2.30748 0.00
H 2.15590 -0.30533 3.27292 0.00
H -0.17356 -0.40881 4.06872 0.00
H 0.59672 -1.96830 4.35960 0.00
H -1.70497 -2.16233 3.30233 0.00
H -0.40675 -2.93068 2.35791 0.00
H -2.18258 -2.34763 0.27710 0.00
H -3.14410 -1.66640 1.61059 0.00
H -2.61644 -0.61722 0.25077 0.00
```

Results
Orbital gap (spin up / spin down) in eV: 5.83 / 6.60
Multiplicity: 4
Energy relative to the best compared isomer or geometry (same formula, charge and spin) in kcal/mol: 41.0
Highest occupied orbital energy (spin up / spin down) in eV: -11.1667 / -12.1342
F_max in eV Å⁻¹: 7.9
Total charge: +1
Total energy in eV: -52558.5330